C8H23AsFILaN2O3PS | ωB97M-V/def2-TZVPD

Last column: Mulliken charge in e.
Cartesian coordinates (Å):
C1 -2.685 0.508 3.715  -1.478
C2 -1.758 0.750 2.518  0.149
C3 -1.091 -0.504 1.984  -0.973
I1 0.027 -1.463 3.533  0.222
As1 -0.014 -0.312 0.271  1.045
O1 0.309 -2.094 0.333  -0.737
C4 -1.817 -0.562 -0.987  -0.871
N1 -2.198 0.439 -1.873  -0.347
C5 0.923 -0.395 -1.715  -1.682
C6 2.079 -1.358 -2.027  0.163
C7 1.647 -2.647 -2.724  -1.462
F1 2.848 -1.650 -0.920  -0.339
C8 1.676 0.326 1.165  -1.465
S1 2.923 1.275 0.320  0.967
O2 2.328 1.953 -0.810  -0.585
O3 3.686 1.952 1.307  -0.598
P1 -0.557 2.159 -0.100  0.257
N2 0.216 3.100 0.866  -0.507
H1 -3.202 -0.448 3.642  0.341
H2 -3.435 1.294 3.764  0.420
H3 -2.135 0.545 4.649  0.386
H4 -2.390 1.174 1.728  0.113
H5 -1.001 1.476 2.816  0.187
H6 -1.849 -1.251 1.755  0.678
H7 -0.008 -2.578 -0.441  0.277
H8 -1.475 -1.479 -1.482  0.341
H9 -2.641 -0.790 -0.315  0.530
H10 -2.965 1.041 -1.618  0.348
H11 -1.508 0.919 -2.429  0.096
H12 0.115 -0.737 -2.387  0.221
H13 1.198 0.611 -2.024  1.020
H14 2.762 -0.854 -2.732  0.460
H15 0.565 -2.713 -2.902  0.519
H16 2.225 -2.799 -3.638  0.359
H17 1.897 -3.500 -2.094  0.405
H18 2.172 -0.576 1.519  0.835
H19 1.367 0.949 2.001  0.530
H20 3.683 0.287 -0.179  0.111
H21 -0.139 2.279 -1.465  0.042
H22 -1.948 2.355 -0.129  0.159
H23 -0.355 3.648 1.507  0.322
La1 0.527 -0.331 -4.402  1.540

The calculated total energy is -4057.294692 Ha. The LUMO energy is -9.616 eV. The strongest force on any atom is 1.6 eV Å⁻¹. As for the net charge: +2.


C5H17NO2 | ωB97M-V/def2-TZVPD

Last column: Mulliken charge in e.
Cartesian coordinates (Å):
C1 -0.508 -2.005 0.985  -1.198
C2 0.033 -1.029 -0.086  0.326
C3 1.167 -0.068 0.382  -0.764
C4 2.267 0.108 -0.664  -0.641
C5 1.935 0.858 -1.972  -1.138
N1 -1.140 -0.375 -0.752  -0.610
H1 -0.075 -1.695 1.937  0.350
H2 -0.625 -3.018 0.624  0.305
H3 -1.662 -1.874 1.182  0.268
H4 0.441 -1.620 -0.982  0.243
H5 1.495 -0.576 1.342  0.314
H6 0.737 0.811 0.843  0.418
H7 2.573 -0.932 -0.963  0.301
H8 3.219 0.406 -0.203  0.401
H9 2.850 1.274 -2.332  0.378
H10 1.339 1.767 -1.736  0.274
H11 1.409 0.217 -2.654  0.306
H12 -1.531 0.301 -0.094  0.252
H13 -0.893 0.076 -1.637  0.219
H14 3.220 2.699 4.483  0.319
H15 2.179 2.032 5.384  0.319
O1 2.285 2.714 4.713  -0.639
H16 -4.990 -0.941 -2.236  0.314
H17 -6.283 -0.860 -2.994  0.321
O2 -5.370 -0.555 -3.034  -0.639

The calculated total energy is -405.883479 Ha. The LUMO energy is 0.782 eV. The strongest force on any atom is 3.3 eV Å⁻¹. As for the energy relative to the best compared isomer or geometry (same formula, charge and spin): 37.00 kcal per mole. Its SMILES is CCC[C@@H](C)N.O.O.


C15H17ErIN5O9 | ωB97M-V/def2-TZVPD

Last column: Mulliken charge in e.
Cartesian coordinates (Å):
Er1 9.165 6.140 13.261  1.677
O1 9.651 8.593 15.868  -0.595
C1 9.145 8.928 14.756  0.839
O2 8.427 8.170 14.045  -0.630
C2 9.553 10.294 14.245  -0.592
O3 9.760 10.441 12.860  -0.331
C3 10.823 9.590 12.205  -0.601
C4 10.510 8.131 12.218  0.966
O4 11.018 7.379 13.092  -0.528
O5 9.568 7.662 11.513  -0.594
H1 9.748 7.503 15.917  0.398
H2 8.742 10.974 14.542  0.298
H3 10.439 10.528 14.851  0.363
H4 10.694 9.872 11.117  0.234
H5 11.788 9.861 12.681  0.342
N1 10.459 4.342 14.044  -0.532
C5 11.077 4.347 15.377  -0.630
C6 10.787 5.654 16.098  0.656
O6 11.539 6.105 16.976  -0.692
O7 9.752 6.275 15.628  -0.374
H6 9.767 3.582 13.806  0.316
H7 11.163 4.195 13.342  0.333
H8 12.163 4.320 15.258  0.305
H9 10.679 3.616 16.060  0.276
O8 9.347 4.311 11.881  -0.525
N2 8.771 4.345 10.658  -0.714
N3 7.704 5.131 10.695  1.028
O9 7.324 5.734 11.776  -0.804
C7 7.051 5.438 9.504  0.333
C8 6.372 6.625 9.424  -0.301
C9 5.488 6.793 8.362  -0.340
C10 5.286 5.866 7.381  -0.614
C11 6.166 4.765 7.363  -0.304
C12 7.045 4.510 8.396  -0.527
H10 6.619 7.452 10.103  0.447
H11 4.981 7.774 8.306  0.317
H12 4.523 5.903 6.611  0.403
H13 6.267 4.129 6.489  0.360
H14 7.576 3.539 8.579  0.340
I1 4.341 4.285 17.892  0.139
C13 5.393 4.748 16.220  -0.777
C14 4.804 4.611 14.953  -0.344
N4 5.825 4.780 14.015  -0.245
N5 6.979 5.116 14.652  0.094
C15 6.768 5.162 15.971  -0.191
H15 3.812 4.521 14.682  0.509
H16 5.751 4.925 13.006  0.243
H17 7.516 5.472 16.683  0.568

The calculated total energy is -2845.567234 Ha. The LUMO energy (spin up / spin down) is -0.328 / -0.321 eV. The strongest force on any atom is 4.1 eV Å⁻¹. As for the energy relative to the best compared isomer or geometry (same formula, charge and spin): 0.00 kcal per mole. As for the expectation value of S²: 3.753. The spin multiplicity is 4.


CHF3N4O | ωB97M-V/def2-TZVPD

Last column: Mulliken charge in e.
Cartesian coordinates (Å):
C1 -1.371 1.761 -1.927  0.727
N1 5.377 -2.653 1.006  0.000
N2 4.825 -2.657 1.926  0.001
N3 -0.977 0.667 -1.541  -0.324
N4 -1.779 -0.307 1.167  -0.075
O1 -1.800 2.830 -2.167  -0.327
F1 0.029 0.022 -2.274  -0.135
F2 -2.271 0.898 1.678  -0.143
F3 -0.556 -0.241 1.811  -0.161
H1 -1.478 -0.321 0.321  0.437

The calculated total energy is -632.336005 Ha. The LUMO energy is -1.276 eV. The strongest force on any atom is 10.1 eV Å⁻¹. As for the energy relative to the best compared isomer or geometry (same formula, charge and spin): 0.00 kcal per mole. Its SMILES is O=C=NF.FNF.N#N.


CHBrNO2 | ωB97M-V/def2-TZVPD

Last column: Mulliken charge in e.
Cartesian coordinates (Å):
C1 -0.391 0.726 0.072  0.629
N1 0.160 -0.581 -0.312  -0.332
O1 -1.638 0.640 0.259  -0.739
O2 0.409 1.627 0.056  -0.668
Br1 1.898 -1.066 0.096  -0.166
H1 -0.439 -1.345 -0.171  0.275

The calculated total energy is -2818.010699 Ha. The LUMO energy is 3.478 eV. The strongest force on any atom is 2.3 eV Å⁻¹. As for the energy relative to the best compared isomer or geometry (same formula, charge and spin): 0.00 kcal per mole. As for the net charge: -1. Its SMILES is O=C([O-])NBr.


C19H15IrN2O2S | ωB97M-V/def2-TZVPD

Last column: Mulliken charge in e.
Cartesian coordinates (Å):
Ir1 -0.707 -0.650 0.692  1.094
S1 -1.628 -4.023 -1.929  -0.163
C1 -3.030 -3.752 -0.958  -0.441
C2 -2.896 -2.705 -0.108  -0.534
C3 -1.612 -2.088 -0.228  -0.374
C4 -0.823 -2.726 -1.189  0.261
C5 0.501 -2.198 -1.445  1.179
C6 1.456 -2.677 -2.326  -0.799
C7 2.684 -2.039 -2.394  -0.451
C8 2.936 -0.945 -1.579  -0.927
C9 1.943 -0.511 -0.722  0.017
N1 0.756 -1.118 -0.667  0.060
H1 -3.884 -4.400 -1.084  0.494
H2 -3.665 -2.384 0.578  0.440
H3 1.238 -3.542 -2.938  0.417
H4 3.444 -2.400 -3.074  0.446
H5 3.885 -0.429 -1.601  0.469
H6 2.081 0.337 -0.063  0.522
C10 -0.893 -0.135 4.606  -1.139
C11 -0.824 -0.270 3.132  0.886
O1 0.299 -0.330 2.507  -0.743
O2 -1.863 -0.332 2.403  -0.675
H7 0.097 -0.229 5.042  0.343
H8 -1.568 -0.889 5.008  0.337
H9 -1.314 0.842 4.849  0.305
C12 -1.700 0.750 -0.432  -1.228
C13 -0.666 1.815 -0.446  0.293
C14 -0.360 2.497 0.735  0.016
C15 0.683 3.409 0.775  -0.883
C16 1.420 3.658 -0.378  0.588
C17 1.105 3.004 -1.573  -0.683
C18 0.079 2.082 -1.598  -0.587
C19 2.514 4.591 -0.345  -0.127
N2 3.401 5.319 -0.316  -0.423
H10 -1.992 0.416 -1.424  0.460
H11 -2.579 1.004 0.162  0.608
H12 -0.955 2.321 1.624  0.510
H13 0.923 3.934 1.689  0.511
H14 1.672 3.226 -2.467  0.508
H15 -0.159 1.566 -2.520  0.413

The calculated total energy is -1495.307371 Ha. The LUMO energy (spin up / spin down) is -4.189 / -5.818 eV. The strongest force on any atom is 0.3 eV Å⁻¹. As for the energy relative to the best compared isomer or geometry (same formula, charge and spin): 1.74 kcal per mole. As for the expectation value of S²: 0.775. As for the net charge: +1. The spin multiplicity is 2.


Question: The highest calculated total energy belongs to which entry?
Answer: C5H17NO2


Question: Among the records above, which one has the highest calculated total energy?
Answer: C5H17NO2


Question: Which formula does entry 4 have?
Answer: CHF3N4O